1.
Density functional theory data (ωB97M-V with the def2-TZVPD basis set) for C20H18Co2NO7 as an isolated structure.

Cartesian coordinates (Å):
O -0.320 -1.465 -5.566
C -0.439 -1.040 -4.498
Co -0.230 -0.399 -2.820
C 1.442 -0.919 -2.651
O 2.542 -1.235 -2.475
C -0.062 1.313 -3.287
O 0.181 2.389 -3.636
C -1.549 -0.844 -1.652
C -0.502 -0.223 -1.026
C 0.080 0.316 0.062
C 0.087 1.752 0.211
C 1.029 2.409 1.052
C 1.050 3.797 1.157
C 0.126 4.579 0.445
C -0.822 3.956 -0.372
C -0.843 2.567 -0.487
Co -2.684 -0.070 -3.077
C -3.129 -0.934 -4.539
O -3.508 -1.472 -5.489
C -2.803 1.624 -3.517
O -2.983 2.728 -3.814
C -4.154 -0.207 -2.174
O -5.142 -0.282 -1.575
H -1.995 -1.779 -1.289
H 0.656 -0.370 0.833
H 1.748 1.790 1.595
H 1.787 4.278 1.804
H 0.142 5.665 0.536
H -1.556 4.549 -0.923
H -1.613 2.087 -1.101
O 2.895 -3.166 1.039
C 2.881 -2.738 2.397
C 2.007 -1.493 2.501
C 1.382 -1.326 3.891
C -0.134 -1.157 3.677
C -0.411 -1.755 2.302
N 0.854 -1.539 1.542
H 3.513 -3.912 0.957
H 2.478 -3.543 3.038
H 3.902 -2.479 2.732
H 2.627 -0.630 2.227
H 1.568 -2.236 4.480
H 1.836 -0.487 4.431
H -0.714 -1.665 4.451
H -0.401 -0.092 3.690
H -0.592 -2.838 2.364
H -1.246 -1.291 1.765
H 1.019 -2.213 0.790

Results
- Charge: -1
- HOMO-LUMO gap: 0.164 Ha
- Energy relative to the best compared isomer or geometry (same formula, charge and spin): 13.7 kcal/mol

=====

2.
Density functional theory data (ωB97M-V with the def2-TZVPD basis set) for C21H48N2O2P2SZr as an isolated structure.

Cartesian coordinates (Å):
Zr 0.164 0.034 0.327
C 1.868 -0.236 -0.940
O 2.806 -0.366 -1.641
C -1.958 0.287 0.212
O -3.133 0.415 0.161
P 0.085 2.334 -0.930
C -0.318 2.305 -2.736
H -0.352 3.359 -3.049
C -1.230 3.472 -0.277
H -2.128 2.838 -0.321
C 1.742 3.171 -0.921
H 2.393 2.429 -1.416
C 1.514 -3.440 1.184
P 0.035 -2.570 0.488
H -0.681 -4.226 -1.101
H 2.280 -3.241 0.418
C -1.410 -3.390 1.304
H -1.199 -4.466 1.201
C -0.999 3.864 1.189
H -1.916 4.342 1.567
H -0.180 4.588 1.289
H -0.790 3.001 1.837
C -1.487 4.719 -1.135
H -0.639 5.414 -1.103
H -2.358 5.245 -0.718
H -1.719 4.484 -2.178
C 1.781 4.468 -1.736
H 1.345 4.373 -2.738
H 2.836 4.751 -1.870
H 1.291 5.292 -1.202
C 2.287 3.402 0.490
H 3.334 3.728 0.404
H 2.275 2.498 1.111
H 1.727 4.186 1.015
C 0.782 1.608 -3.533
H 1.748 2.127 -3.489
H 0.485 1.545 -4.590
H 0.938 0.589 -3.164
C -1.689 1.678 -2.998
H -1.701 0.620 -2.701
H -1.893 1.718 -4.081
H -2.511 2.202 -2.492
C 1.308 -4.957 1.289
H 0.936 -5.420 0.363
H 0.623 -5.220 2.110
H 2.277 -5.419 1.530
C 2.040 -2.887 2.514
H 1.375 -3.123 3.353
C -0.951 -2.350 -2.121
H 2.227 -1.809 2.497
H 2.997 -3.389 2.723
C 1.222 -3.589 -1.906
H -0.384 -1.417 -2.290
H -1.085 -2.801 -3.116
H -1.939 -2.057 -1.737
C -0.125 -3.291 -1.255
H 1.077 -3.810 -2.974
H 1.725 -4.459 -1.464
H 1.906 -2.731 -1.849
C -2.745 -3.098 0.601
H -2.955 -2.021 0.561
H -3.553 -3.563 1.184
H -2.783 -3.500 -0.418
C -1.508 -3.039 2.790
H -1.558 -1.956 2.959
H -0.688 -3.453 3.387
H -2.445 -3.460 3.187
H 0.036 -1.319 -3.983
H -0.082 -0.673 -4.339
N -0.340 1.839 4.497
C 0.107 0.679 4.018
N -0.099 -0.439 4.715
S 1.116 0.659 2.592
H -0.854 1.925 5.361
H -0.111 2.701 4.001
H 0.385 -1.299 4.471
H -0.574 -0.404 5.613

Results
- Charge: +4
- HOMO-LUMO gap: 0.204 Ha

=====

3.
Density functional theory data (ωB97M-V with the def2-TZVPD basis set) for C30H18Br6O4 as an isolated structure.

Cartesian coordinates (Å):
C -2.756 -3.049 2.806
C -3.105 -2.267 3.877
C -3.118 -0.884 3.733
C -2.695 -0.297 2.561
C -2.319 -1.095 1.469
C -2.432 -2.468 1.580
C -1.907 -0.561 0.136
O -1.673 -1.275 -0.807
C -1.805 0.924 0.046
C -1.391 1.520 -1.144
C -1.267 2.892 -1.249
C -1.648 3.684 -0.175
C -2.105 3.140 1.045
C -2.078 1.734 1.143
C -2.619 1.180 2.452
O -2.926 1.952 3.327
H -2.600 -4.121 2.833
H -3.353 -2.812 4.781
H -3.462 -0.234 4.528
H -2.050 -3.117 0.804
H -1.244 0.896 -2.018
H -0.915 3.396 -2.138
H -1.457 4.750 -0.207
H -2.316 3.679 1.954
C -0.190 -0.035 4.781
C 0.305 1.251 4.941
C 0.995 1.863 3.897
C 1.338 1.113 2.781
C 1.014 -0.254 2.705
C 0.140 -0.762 3.646
C 1.271 -1.018 1.436
O 1.027 -2.201 1.392
C 1.583 -0.202 0.221
C 1.579 -0.804 -1.039
C 1.830 -0.073 -2.169
C 2.213 1.281 -2.049
C 2.279 1.853 -0.802
C 2.025 1.120 0.351
C 2.064 1.818 1.677
O 2.453 2.957 1.709
H -0.718 -0.553 5.571
H 0.041 1.821 5.822
H 1.356 2.874 4.023
H -0.147 -1.805 3.582
H 1.352 -1.856 -1.160
H 1.663 -0.431 -3.174
H 2.356 1.823 -2.974
H 2.640 2.867 -0.681
C 4.221 -2.461 -7.508
Br 6.029 -2.626 -6.837
Br 3.121 -4.060 -7.264
Br 4.377 -2.147 -9.444
H 3.750 -1.619 -7.021
C 0.201 -1.517 -5.645
Br 1.310 -0.145 -6.526
Br -1.138 -0.695 -4.484
Br 1.254 -2.905 -4.686
H -0.354 -2.040 -6.410

Results
- Charge: 0
- HOMO-LUMO gap: 0.309 Ha

=====

4.
Density functional theory data (ωB97M-V with the def2-TZVPD basis set) for C50H47As2N7S2Ti as an isolated structure.

Cartesian coordinates (Å):
Ti 0.850 0.151 0.589
C 3.815 -0.415 1.303
N 2.567 -0.160 2.039
C 2.194 -1.278 2.999
C 0.730 -1.205 3.168
N -0.083 -0.559 2.336
C -1.381 -0.689 2.855
C -2.575 -0.197 2.420
C -3.712 -0.536 3.165
C -3.625 -1.359 4.305
C -2.428 -1.775 4.799
C -1.323 -1.475 4.009
N 0.041 -1.719 4.220
C 3.380 -1.497 0.337
N 2.126 -1.831 0.155
C 2.194 -3.051 -0.491
C 1.189 -3.916 -0.839
C 1.481 -5.074 -1.495
C 2.797 -5.442 -1.734
C 3.856 -4.645 -1.339
C 3.514 -3.432 -0.686
N 4.237 -2.411 -0.123
H 4.612 -0.793 1.958
H 4.119 0.527 0.854
H 2.587 0.707 2.582
H 2.750 -1.230 3.942
H 2.498 -2.273 2.605
H -2.671 0.354 1.487
H -4.750 -0.294 2.848
H -4.486 -1.636 4.916
H -2.406 -2.371 5.664
H 0.455 -2.230 4.999
H 0.172 -3.614 -0.661
H 0.638 -5.681 -1.780
H 3.076 -6.368 -2.172
H 4.867 -4.994 -1.474
H 5.235 -2.362 -0.049
C 0.191 2.160 3.928
C 0.810 2.783 2.753
N 1.213 2.196 1.671
C 1.931 3.076 0.879
C 2.010 4.345 1.354
S 1.172 4.459 2.792
C 2.609 2.581 -0.340
C 3.533 3.239 -1.087
S 4.120 2.193 -2.331
C 2.991 0.977 -1.881
N 2.301 1.316 -0.828
C 2.951 -0.264 -2.702
H -0.732 1.629 3.661
H -0.145 2.912 4.636
H 0.932 1.518 4.413
H 2.488 5.207 0.836
H 3.937 4.215 -0.949
H 3.967 -0.613 -2.912
H 2.490 -0.101 -3.691
H 2.440 -1.084 -2.193
C -2.163 1.274 -2.007
C -2.658 -0.043 -1.407
As -1.095 -1.145 -0.846
C -0.780 -2.004 -2.597
C -0.373 -1.212 -3.660
C -0.277 -1.696 -4.941
C -0.621 -3.019 -5.200
C -0.986 -3.868 -4.154
C -1.060 -3.342 -2.872
C -2.004 -2.530 0.175
C -1.378 -3.273 1.237
C -2.125 -4.260 1.855
C -3.427 -4.533 1.502
C -4.064 -3.783 0.496
C -3.349 -2.818 -0.184
As -0.892 2.101 -0.748
C -1.978 3.300 0.380
C -2.085 3.175 1.777
C -2.783 4.137 2.535
C -3.366 5.215 1.898
C -3.331 5.293 0.502
C -2.620 4.364 -0.253
C 0.073 3.360 -1.940
C 0.446 3.003 -3.211
C 1.251 3.815 -3.994
C 1.637 5.063 -3.538
C 1.161 5.472 -2.329
C 0.341 4.670 -1.549
H -2.921 2.011 -2.166
H -1.643 1.093 -2.978
H -3.127 -0.694 -2.108
H -3.280 0.087 -0.534
H -0.192 -0.146 -3.531
H -0.011 -0.961 -5.734
H -0.685 -3.381 -6.231
H -1.291 -4.840 -4.438
H -1.414 -3.988 -2.085
H -0.361 -3.036 1.500
H -1.687 -4.863 2.679
H -3.975 -5.234 2.089
H -5.093 -3.996 0.222
H -3.787 -2.305 -1.025
H -1.753 2.304 2.305
H -2.947 3.915 3.592
H -3.937 5.942 2.518
H -3.813 6.095 -0.013
H -2.555 4.447 -1.336
H 0.162 2.077 -3.654
H 1.501 3.511 -4.979
H 2.183 5.765 -4.134
H 1.424 6.503 -2.050
H -0.036 5.001 -0.556

Results
- Charge: +3
- <S²>: 0.76
- HOMO-LUMO gap (alpha / beta): 0.273 / 0.286 Ha
- Multiplicity: 2
- Energy relative to the best compared isomer or geometry (same formula, charge and spin): 0.0 kcal/mol

=====

5.
Density functional theory data (ωB97M-V with the def2-TZVPD basis set) for a 2-piece molecular cluster, CH7N3S2 overall.

Cartesian coordinates (Å):
N -1.824 -0.760 -0.762
C -0.961 0.323 -0.614
N -0.893 1.133 -1.714
N -0.240 0.585 0.408
H -1.983 -1.238 0.111
H -2.680 -0.570 -1.261
H -1.194 0.791 -2.607
H -0.155 1.814 -1.686
H -0.455 -0.043 1.178
S 2.580 -0.515 2.858
S 2.586 -1.366 0.984
H 3.552 0.392 2.673
H 1.666 -0.546 0.433

Results
- SMILES: N=C(N)N.SS
- Charge: 0
- HOMO-LUMO gap: 0.355 Ha
- Energy relative to the best compared isomer or geometry (same formula, charge and spin): 0.0 kcal/mol

=====

6.
Density functional theory data (ωB97M-V with the def2-TZVPD basis set) for one molecule with the formula C13H21NO3.

Cartesian coordinates (Å):
O -1.604 -0.184 -3.527
O 0.509 0.609 4.195
O -1.832 2.072 -3.215
C -1.453 0.863 -2.825
C 0.744 0.059 3.115
C -1.042 0.820 -1.480
C -0.469 -0.236 -0.927
N 0.119 -0.230 0.442
C -1.885 2.418 -4.641
C -0.584 -2.700 0.760
C -1.843 -0.989 1.613
C 2.556 -0.661 0.439
C 1.791 1.529 -0.283
C 0.299 -1.296 2.725
C 1.435 0.939 2.095
C -0.453 -1.281 1.367
C 1.456 0.373 0.665
H -1.067 1.789 -0.907
H -0.607 -1.213 -1.454
H -1.403 3.338 -4.980
H -2.873 2.403 -5.025
H -1.237 1.609 -5.213
H -1.117 -2.593 -0.210
H -1.107 -3.518 1.244
H 0.294 -3.193 0.504
H -2.493 -1.021 0.891
H -2.263 -1.530 2.456
H -1.864 0.066 2.012
H 2.304 -1.222 -0.460
H 2.615 -1.435 1.216
H 3.505 -0.193 0.292
H 0.929 2.194 -0.421
H 1.926 1.144 -1.295
H 2.608 2.117 0.115
H 1.129 -1.993 2.626
H -0.385 -1.687 3.462
H 0.848 1.868 2.109
H 2.514 0.964 2.522

Results
- SMILES: COC(=O)/C=C/N1C(C)(C)CC(=O)CC1(C)C
- Charge: 0
- HOMO-LUMO gap: 0.334 Ha
- Energy relative to the best compared isomer or geometry (same formula, charge and spin): 62.7 kcal/mol

=====

7.
Density functional theory data (ωB97M-V with the def2-TZVPD basis set) for C3H2NOS2 as an isolated structure.

Cartesian coordinates (Å):
C -1.205 -0.155 -0.932
C 0.636 -0.765 0.052
C 0.482 0.573 0.721
N -0.251 -0.995 -0.961
O 1.269 -1.648 0.588
S 1.787 1.294 -0.239
S -1.110 1.197 0.230
H -2.174 -0.059 -1.521
H 0.565 0.558 2.062

Results
- Charge: -1
- HOMO-LUMO gap: 0.234 Ha
- Energy relative to the best compared isomer or geometry (same formula, charge and spin): 56.5 kcal/mol

=====

8.
Density functional theory data (ωB97M-V with the def2-TZVPD basis set) for C4H5CeLiO5 as an isolated structure.

Cartesian coordinates (Å):
O 0.766 -2.153 -2.572
C 0.004 -2.161 -1.578
O -0.634 -3.109 -1.161
O 0.041 -0.963 -0.836
C 0.092 0.269 1.186
C 0.016 -1.009 0.479
Li -0.454 -4.716 -2.169
H 0.173 0.132 2.270
H 1.077 0.693 0.928
H -1.141 -0.107 1.076
H 0.429 -1.911 0.943
Ce 2.199 -1.029 -4.100
O -0.656 2.508 0.895
C -0.644 3.495 1.587
O -0.783 4.707 1.196
H -0.485 5.354 1.856

Results
- Charge: +4
- <S²>: 2.00
- HOMO-LUMO gap (alpha / beta): 0.119 / 0.294 Ha
- Multiplicity: 3
- Energy relative to the best compared isomer or geometry (same formula, charge and spin): 0.0 kcal/mol